# 1
{"formula": "C8H9FN2O2", "method": "ωB97M-V/def2-TZVPD", "symbols": ["F", "O", "O", "N", "N", "C", "C", "C", "C", "C", "C", "C", "C", "H", "H", "H", "H", "H", "H", "H", "H", "H"], "xyz": [[1.125160, 0.501201, 2.200008], [1.407322, 0.941643, -1.939991], [-1.994900, -0.726864, 3.913402], [-0.926437, -0.640076, 3.334187], [-2.279962, -2.124053, -1.036712], [0.228462, -0.180076, 1.398485], [0.473278, 0.033445, 0.090772], [-2.122729, -0.883958, 1.200661], [0.098889, 0.740675, -2.506373], [1.495297, 0.719233, -0.590323], [2.725037, 1.375684, -0.116492], [-2.073178, -1.521624, 0.009761], [-0.937677, -0.562892, 1.987910], [2.484967, 2.115541, 0.606724], [-0.263474, -0.435528, -0.501841], [3.202531, 1.866960, -1.025221], [3.241509, 0.571628, 0.291537], [0.233834, 1.232104, -3.459585], [-0.616554, 1.237859, -1.804829], [-0.219603, -0.387019, -2.577226], [-3.022446, -0.663793, 1.614882], [-2.259327, -3.210090, -1.089738]], "atomic_forces_ev_per_a": [[-0.2, -1.2, -0.1], [-0.9, -1.0, 1.5], [-0.4, -0.3, -0.3], [0.5, 0.5, 2.1], [0.9, -1.3, -0.3], [0.9, 2.4, 3.6], [2.2, 0.8, -4.1], [2.9, -1.7, -3.0], [-0.3, -1.3, 0.7], [-2.1, -0.1, -0.7], [-0.5, 0.8, -2.0], [-1.7, -0.4, 1.8], [0.0, -0.5, -1.8], [0.0, 0.5, 0.8], [-0.4, -0.1, -0.9], [-0.3, -0.8, 1.4], [1.9, -0.9, 1.0], [-0.7, -0.2, -0.3], [0.3, -0.2, -1.0], [0.8, 2.1, -0.1], [-2.7, 0.4, 1.1], [-0.2, 2.5, 0.6]], "relative_energy_kj_mol": 523.0, "lumo_ev": -0.8, "homo_lumo_gap_ev": 7.1, "homo_energy_ha": -0.291}

---

# 2
{"formula": "C18H19N3O6", "method": "ωB97M-V/def2-TZVPD", "symbols": ["O", "O", "O", "O", "O", "O", "N", "N", "N", "C", "C", "C", "C", "C", "C", "C", "C", "C", "C", "C", "C", "C", "C", "C", "C", "C", "C", "H", "H", "H", "H", "H", "H", "H", "H", "H", "H", "H", "H", "H", "H", "H", "H", "H", "H", "H"], "xyz": [[3.766700, 1.586790, 2.004215], [1.042655, 1.678115, 0.078969], [-1.928502, -2.490339, -0.091302], [1.788738, 1.439920, -2.018758], [6.340731, -1.498927, -0.688953], [-7.744277, 0.218574, 0.769621], [-2.332110, -0.250055, -0.438094], [3.892407, 0.878102, -0.156360], [5.334449, -0.691094, -1.097935], [5.674760, -0.398735, 1.108323], [7.611905, -2.128680, 1.283980], [3.368391, 1.600684, 0.865057], [-1.568141, -1.374761, -0.378557], [-5.872624, -1.195935, 0.083518], [-4.266092, 1.054285, 0.240547], [2.176505, 2.469984, 0.428165], [4.927421, -0.028562, -0.039859], [-5.610432, 1.143335, 0.529539], [-4.524717, -1.283513, -0.213391], [-8.615191, -0.886111, 0.738962], [-6.433549, 0.019679, 0.458120], [0.953781, 1.229791, -1.173934], [-0.279454, 0.389589, -1.394466], [6.549553, -1.330480, 0.627919], [-3.702412, -0.165083, -0.135167], [-0.134740, -0.978294, -0.719757], [-1.562640, 0.937743, -0.756998], [5.561117, -0.022292, 2.100796], [-3.658929, 1.941666, 0.321440], [2.465428, 3.096725, -0.422869], [0.342576, -1.728787, -1.346362], [-0.405190, 0.261892, -2.472773], [0.422561, -0.904412, 0.217322], [-4.107007, -2.234757, -0.495570], [3.516058, 0.979140, -1.095596], [-6.473181, -2.088660, 0.014255], [7.693284, -1.844068, 2.328151], [8.565306, -1.963561, 0.785377], [-1.322814, 1.500463, 0.153082], [7.378084, -3.190047, 1.215700], [-2.120644, 1.579469, -1.442843], [-8.303252, -1.663346, 1.443907], [1.863949, 3.083684, 1.274215], [-8.687243, -1.314245, -0.266096], [-9.589432, -0.501115, 1.036052], [-6.049551, 2.083815, 0.821922]], "atomic_forces_ev_per_a": [[0.1, 0.0, 0.3], [-0.2, -0.1, 0.3], [-0.1, -0.3, 0.1], [0.0, 0.0, -0.1], [0.6, -0.4, 0.5], [0.2, 0.2, 0.0], [0.0, 0.3, -0.2], [0.1, -0.2, -0.6], [-1.0, 0.8, -0.4], [0.3, -0.4, -0.2], [-0.1, 0.0, -0.3], [-0.6, 0.3, -0.3], [0.6, -0.2, -0.1], [-0.3, 0.1, 0.1], [0.1, -0.1, 0.0], [0.4, 0.3, 0.1], [0.8, -0.7, 0.1], [-0.3, -0.1, 0.0], [0.2, 0.0, 0.0], [-0.1, -0.2, 0.0], [0.2, 0.1, 0.0], [-0.2, -0.1, -0.5], [0.0, 0.0, 0.1], [-0.5, 0.6, 0.3], [-0.4, -0.1, 0.1], [-0.1, -0.1, 0.0], [0.1, 0.3, 0.0], [0.0, 0.0, 0.2], [0.1, 0.1, 0.0], [-0.1, -0.1, 0.1], [0.0, 0.0, 0.1], [0.0, 0.1, 0.2], [0.0, 0.0, 0.0], [0.0, 0.0, 0.0], [-0.1, 0.1, 0.2], [-0.1, -0.1, 0.0], [0.0, 0.0, 0.0], [0.1, 0.0, 0.0], [-0.1, 0.0, -0.1], [0.0, -0.1, 0.0], [0.0, 0.0, 0.1], [0.0, 0.0, 0.0], [0.1, -0.2, -0.1], [0.0, 0.0, 0.0], [0.0, -0.1, 0.0], [0.0, 0.1, 0.0]], "relative_energy_kj_mol": 156.9, "lumo_ev": 0.5, "homo_lumo_gap_ev": 8.7, "homo_energy_ha": -0.299}

---

# 3
{"formula": "C22H51N9O12", "method": "ωB97M-V/def2-TZVPD", "symbols": ["O", "O", "O", "O", "O", "O", "O", "O", "O", "O", "O", "O", "N", "N", "N", "N", "N", "N", "N", "N", "N", "C", "C", "C", "C", "C", "C", "C", "C", "C", "C", "C", "C", "C", "C", "C", "C", "C", "C", "C", "C", "C", "C", "H", "H", "H", "H", "H", "H", "H", "H", "H", "H", "H", "H", "H", "H", "H", "H", "H", "H", "H", "H", "H", "H", "H", "H", "H", "H", "H", "H", "H", "H", "H", "H", "H", "H", "H", "H", "H", "H", "H", "H", "H", "H", "H", "H", "H", "H", "H", "H", "H", "H", "H"], "xyz": [[4.581723, -1.008976, 2.691144], [1.336883, 3.642254, 4.049184], [-0.962097, 0.781864, 0.598294], [-1.045087, -4.542066, 2.505394], [4.005353, -2.338716, -3.111996], [-0.130507, -0.907676, -0.518346], [-3.884517, 1.482034, 4.760014], [-4.294727, 3.803124, -1.065886], [0.865863, 0.899124, -0.290526], [2.678503, 4.096504, -3.480866], [-5.065057, -0.976846, -1.094676], [0.122933, -1.058876, -5.749486], [3.003013, 0.005554, 1.366644], [-0.443307, -1.634816, -3.612166], [-3.320717, 2.255114, 0.277504], [-0.426027, -2.500926, 1.874594], [1.320213, 2.946754, -2.041466], [-2.812977, -1.035706, -1.491866], [-2.651257, 0.159224, 3.510064], [1.514713, 2.583794, 2.064244], [2.485603, -1.141236, -2.035236], [3.418353, 1.902804, -2.676506], [3.263203, -2.435246, 1.432514], [2.974813, -2.256876, -2.482626], [2.426243, 3.141664, -2.751756], [-0.921457, -3.702956, 1.629664], [-0.678387, -3.076746, -3.922456], [1.678813, 3.791244, 1.206434], [-3.876637, -1.223086, -0.676386], [-0.125407, 0.298694, -0.108576], [1.289203, 1.278664, 4.146124], [3.654733, -1.060026, 1.918604], [-0.113077, -1.994906, 3.139844], [1.368313, 2.592644, 3.369884], [-0.158907, 0.750074, -4.106466], [-2.177197, 2.584844, 3.494124], [-3.311967, 3.174464, -0.646236], [-0.031667, -0.753006, -4.529406], [-2.944397, 1.369894, 4.011694], [-3.654337, -1.473556, 0.793854], [-1.996387, 3.711754, -1.134186], [-1.271027, -4.091476, 0.254274], [2.128833, -3.503586, -2.239676], [-4.180207, 1.781304, 0.516004], [1.675703, 4.717614, 1.780834], [-2.223787, 4.240384, -2.059896], [-2.927267, -0.709196, -2.440776], [0.178553, -2.766806, 3.852044], [-0.278937, -1.909626, 1.069094], [0.828783, 1.210044, -4.074866], [2.207553, -0.086276, 0.751094], [-0.810467, -5.059796, 0.058484], [-2.338647, -4.306186, 0.301144], [2.349583, -2.247416, 0.868494], [4.447613, 2.227034, -2.522926], [2.208923, 0.698704, 4.069494], [0.148613, -3.578416, -4.424936], [1.145903, -3.255046, -1.839436], [-0.977057, -3.714496, -3.090486], [2.606523, 3.838984, 0.636194], [-3.294607, -0.605176, 3.657974], [-1.929277, 0.171564, 2.803884], [2.756963, -4.033586, -1.523686], [-0.315757, -1.488816, -2.620946], [1.651703, -1.066996, -1.470256], [0.551053, 3.591834, -2.152686], [1.303363, 1.795804, 1.468844], [2.910403, -0.235086, -2.171406], [0.811633, 3.747254, 0.547534], [-1.453207, -3.123846, -4.687666], [0.784793, -1.378726, 3.092554], [-0.689357, 1.375004, -4.824926], [2.955833, -3.100546, 2.239364], [-2.566067, 3.500054, 3.940524], [3.305383, 1.323924, -3.593156], [-1.913677, -0.863896, -1.065446], [1.089183, 2.198904, -1.403146], [-1.119967, 2.599104, 3.758994], [3.978563, -2.839446, 0.716274], [-2.462087, 1.768624, 0.492374], [3.452223, 0.885754, 1.575344], [-4.492857, -1.121586, 1.394784], [3.182263, 1.225964, -1.855386], [0.459183, 0.668724, 3.789564], [-1.093257, -3.364386, -0.538086], [-2.123407, 2.682674, 2.409854], [2.063063, -4.142206, -3.120546], [-0.557867, 0.848264, -3.096876], [-2.691177, -1.238596, 1.246864], [1.181453, 1.488674, 5.210264], [-1.609087, 4.326274, -0.321506], [-0.977147, -1.518216, 3.602714], [-1.316777, 2.861924, -1.197556], [-3.713017, -2.554796, 0.918724]], "atomic_forces_ev_per_a": [[0.4, 1.3, 0.7], [0.2, -1.0, -1.3], [-3.8, 1.2, 2.5], [-0.3, -0.3, 0.7], [1.0, 0.0, -0.3], [-0.7, -0.5, -0.5], [-0.6, 0.5, 1.0], [0.1, -1.3, 0.5], [6.6, 4.1, -1.7], [-0.6, -0.7, 0.8], [3.5, -1.5, 1.2], [0.0, 0.6, 3.3], [0.9, -0.4, 0.8], [0.0, -2.6, 1.2], [0.0, -2.0, 1.3], [0.2, 0.8, -1.9], [-1.8, 1.0, 0.3], [0.3, -0.3, 0.4], [1.3, 0.1, -0.8], [0.7, 0.8, -2.8], [-1.5, 3.1, 1.6], [-0.7, 1.0, 0.3], [-1.9, 0.8, -0.8], [0.0, -2.5, -1.7], [2.3, -1.2, -1.0], [0.5, -1.4, 0.9], [0.0, 0.5, -1.4], [-0.7, -0.1, 0.8], [-3.8, 3.0, -1.3], [-1.8, -5.1, 0.1], [0.1, 0.0, -0.4], [0.5, -1.6, -0.6], [0.6, -0.1, 1.9], [0.0, 1.3, 3.6], [1.3, -0.8, 0.2], [0.8, 0.1, 0.3], [-1.4, 3.7, -2.0], [-1.2, 1.2, -3.8], [-0.8, 1.0, -0.4], [-0.1, -1.4, 0.2], [0.2, -1.1, 0.7], [-0.7, -0.3, -0.9], [0.7, 0.3, 0.4], [-0.1, 0.3, 0.0], [-0.4, -0.3, 0.3], [0.5, 0.0, 0.2], [-0.4, -0.1, 0.2], [-0.2, -0.4, -0.3], [-0.1, 0.0, 0.1], [0.2, -0.2, 0.0], [0.6, 0.1, 0.1], [0.2, 0.2, -0.2], [-0.1, 0.0, -0.3], [-0.3, -0.5, -0.4], [-0.1, 0.1, -0.3], [0.1, 0.0, -0.4], [0.4, 0.4, 0.2], [0.1, -0.3, 0.1], [0.0, 0.7, 0.3], [0.0, -0.6, 0.0], [0.3, 0.1, -0.1], [-0.3, -0.6, -0.1], [-0.4, -0.4, 0.3], [-0.1, 0.7, -0.2], [0.0, -0.5, -0.2], [0.3, 0.3, -0.2], [0.1, -0.2, 0.8], [0.4, -0.8, -0.3], [0.2, 0.5, -0.3], [-0.3, 0.1, 0.2], [-0.3, 0.5, -0.1], [-0.4, -0.6, 0.0], [0.6, 0.0, 0.0], [-0.3, -0.2, -0.1], [0.2, 0.2, -0.2], [-0.1, -0.4, -0.2], [0.8, -0.1, -0.4], [0.1, -0.4, 0.4], [0.2, 0.0, 0.4], [-0.3, 0.0, -0.1], [-0.5, 0.2, -0.2], [0.1, 0.4, -0.3], [-0.1, 0.6, 0.3], [0.0, -0.1, 0.1], [0.1, 0.0, 0.1], [-0.6, -0.2, 0.0], [0.0, 0.4, 0.0], [-0.3, 0.0, -0.1], [0.0, 0.4, -0.5], [-0.3, 0.2, -0.2], [0.1, 0.4, -0.3], [0.3, 0.4, 0.1], [0.4, 0.1, -0.6], [0.0, -0.3, 0.0]], "lumo_ev": [2.2, -2.4], "homo_lumo_gap_ev": [9.9, 5.2], "total_charge": -1, "homo_energy_ha": [-0.282, -0.282], "multiplicity": 2}

---

Calculated calculated total energy in order - -18228.35310 -35729.43475 -61627.53539 eV